1.
# C21H24N2O4S

The molecule C21H24N2O4S (ωB97M-V/def2-TZVPD, OMol25).

The orbital gap comes out at 8.786 eV. The calculation puts the energy relative to the best compared isomer or geometry (same formula, charge and spin) at 0.0 kcal/mol. As for the multiplicity: 1. Its LUMO energy is 0.589 eV. As for the SMILES: CSCC[C@@H](NC(C)=O)C(=O)OCC(=O)N(c1ccccc1)c1ccccc1. For the highest occupied orbital energy, the calculation gives -8.20 eV.

Structure (XYZ):
```
52
Properties=species:S:1:pos:R:3:mulliken_charge:R:1
C -5.42161 -2.85775 -1.25986 -0.816
S -3.78166 -3.31201 -0.62188 -0.079
C -2.92022 -1.72328 -0.85053 -0.296
C -3.26212 -0.74181 0.25899 -0.705
C -2.92785 0.72168 -0.10319 -0.009
N -3.36772 1.61688 0.93983 -0.151
C -4.63761 2.08029 1.01055 0.719
C -4.88178 2.99919 2.18736 -1.252
O -5.48364 1.77754 0.19700 -0.628
C -1.43322 0.88947 -0.27468 0.513
O -0.70326 1.33134 0.57788 -0.636
O -1.02202 0.50248 -1.47889 -0.284
C 0.38697 0.47855 -1.65427 -0.483
C 0.99851 -0.52622 -0.66193 0.539
O 0.33596 -1.45779 -0.26399 -0.690
N 2.30398 -0.32973 -0.34492 0.759
C 2.99324 0.89331 -0.57244 -0.940
C 4.14380 0.89005 -1.35029 -0.061
C 4.84206 2.06821 -1.54717 -0.707
C 4.39819 3.24579 -0.96908 -0.456
C 3.25639 3.24462 -0.18412 -0.796
C 2.55371 2.07121 0.02342 0.171
C 3.03433 -1.33074 0.35260 0.181
C 3.91936 -0.95562 1.35733 -0.065
C 4.65543 -1.91811 2.02303 -0.744
C 4.51254 -3.25616 1.69715 -0.396
C 3.63022 -3.62787 0.69716 -0.744
C 2.89519 -2.67231 0.01939 -0.333
H -5.82095 -2.01556 -0.70252 0.247
H -6.05994 -3.72434 -1.12650 0.348
H -5.34264 -2.61315 -2.31568 0.252
H -1.85776 -1.96043 -0.84890 -0.056
H -3.20680 -1.33713 -1.82895 0.377
H -4.33453 -0.76549 0.46574 0.415
H -2.73120 -1.02057 1.17131 0.130
H -3.44506 0.98268 -1.03363 0.418
H -2.67413 1.86039 1.63174 0.237
H -4.71637 2.46090 3.11789 0.322
H -4.20139 3.84651 2.14789 0.337
H -5.90669 3.35650 2.15706 0.347
H 0.55305 0.11271 -2.67028 0.288
H 0.80055 1.48284 -1.54440 0.433
H 4.48591 -0.03522 -1.78939 0.460
H 5.73511 2.06538 -2.15352 0.415
H 4.94541 4.16311 -1.12438 0.399
H 2.91600 4.15904 0.27791 0.419
H 1.66910 2.05506 0.64358 0.572
H 4.02614 0.08691 1.61766 0.438
H 5.33927 -1.61936 2.80348 0.393
H 5.08571 -4.00578 2.22137 0.401
H 3.51454 -4.66902 0.43642 0.374
H 2.20948 -2.96714 -0.75832 0.421
```



2.
# C21H24N2O6S

The molecule C21H24N2O6S (ωB97M-V/def2-TZVPD, OMol25).

The orbital gap comes out at 8.083 eV. The calculation puts the energy relative to the best compared isomer or geometry (same formula, charge and spin) at 40.8 kcal/mol. As for the multiplicity: 1. Its LUMO energy is 0.490 eV. As for the SMILES: COc1ccc(S(=O)(=O)N2CCC[C@H](C(=O)Nc3ccc4c(c3)OCCO4)C2)cc1. For the highest occupied orbital energy, the calculation gives -7.59 eV.

Structure (XYZ):
```
54
Properties=species:S:1:pos:R:3:mulliken_charge:R:1
C -7.51177 -1.73232 1.78081 -0.828
O -7.05996 -1.31042 0.51337 -0.430
C -5.73151 -1.17417 0.30199 0.865
C -4.74455 -1.39586 1.26182 -0.578
C -3.41165 -1.22206 0.92914 -0.387
C -3.06358 -0.83720 -0.34839 -0.402
S -1.35260 -0.53620 -0.75525 1.537
O -1.11784 -0.85543 -2.12940 -0.791
O -0.51720 -1.13220 0.25293 -0.734
N -1.14039 1.09560 -0.58452 0.338
C -1.50230 1.99764 -1.64770 -0.801
C -0.57046 3.20806 -1.59856 -0.703
C -0.64006 3.86952 -0.22350 -1.252
C -0.32160 2.84800 0.88018 0.768
C 1.18407 2.53581 0.82804 0.132
O 1.97580 3.43863 1.01556 -0.702
N 1.51910 1.25168 0.57445 0.217
C 2.80021 0.69414 0.46331 0.519
C 3.97574 1.43026 0.58492 -0.435
C 5.19581 0.79296 0.47764 -0.946
C 5.27181 -0.57230 0.23915 0.463
C 4.09163 -1.30587 0.08167 0.414
C 2.86564 -0.67124 0.20459 -0.882
O 4.10250 -2.65043 -0.19614 -0.463
C 5.35895 -3.11785 -0.62952 -0.484
C 6.46497 -2.56547 0.26923 -0.462
O 6.51396 -1.16121 0.17062 -0.472
C -1.26564 1.65408 0.73932 -1.654
C -4.03201 -0.61426 -1.31264 -0.326
C -5.36071 -0.78192 -0.99067 -0.857
H -7.12126 -2.72179 2.03596 0.344
H -8.59632 -1.78236 1.70225 0.237
H -7.23842 -1.01734 2.56262 0.341
H -5.00066 -1.70499 2.26225 0.396
H -2.63125 -1.40178 1.65149 0.489
H -2.55001 2.32263 -1.54204 0.317
H -1.38803 1.44745 -2.58171 0.472
H 0.45064 2.87609 -1.78995 0.326
H -0.85457 3.91988 -2.37447 0.401
H -1.64164 4.27589 -0.06142 0.435
H 0.07845 4.68759 -0.16381 0.488
H -0.49089 3.32333 1.85271 0.465
H 0.78407 0.57526 0.40907 -0.276
H 3.92928 2.48892 0.77214 0.539
H 6.11690 1.34348 0.58151 0.432
H 1.96465 -1.25501 0.09325 0.628
H 5.31758 -4.20729 -0.58509 0.344
H 5.54349 -2.79735 -1.66446 0.289
H 7.44608 -2.93326 -0.03555 0.340
H 6.26532 -2.86316 1.30837 0.290
H -2.29988 1.99318 0.91721 0.533
H -1.03611 0.86842 1.46096 0.570
H -3.72536 -0.33136 -2.30683 0.501
H -6.13994 -0.62283 -1.71856 0.432
```



3.
# C21H24N2O6S

The molecule C21H24N2O6S at a distorted geometry (ωB97M-V/def2-TZVPD, OMol25).

The orbital gap comes out at 8.756 eV. The calculation puts the energy relative to the best compared isomer or geometry (same formula, charge and spin) at 52.3 kcal/mol. As for the multiplicity: 1. Its LUMO energy is 0.690 eV. As for the SMILES: O=C(CN(c1ccc2c(c1)OCCO2)S(=O)(=O)c1ccccc1)NC[C@H]1CCCO1. For the highest occupied orbital energy, the calculation gives -8.07 eV.

Structure (XYZ):
```
54
Properties=species:S:1:pos:R:3:mulliken_charge:R:1
O 0.79330 2.22264 -2.16693 -0.703
C -0.30269 1.69572 -2.21676 0.856
C -1.47144 2.14324 -1.32989 -1.579
N -1.68759 1.28220 -0.18431 0.437
C -1.03706 1.56526 1.02698 -0.335
C 0.21254 2.18628 1.04190 -0.414
C 0.83772 2.45226 2.24397 -1.327
C 0.24289 2.11001 3.45043 0.493
C -1.02337 1.51736 3.43890 0.725
C -1.65486 1.24964 2.23253 -0.360
O -1.68378 1.19509 4.59683 -0.452
C -1.13843 1.81666 5.73888 -0.502
C 0.38430 1.68734 5.73134 -0.454
O 0.92430 2.36181 4.61787 -0.472
S -2.55212 -0.12998 -0.41454 1.264
O -3.00519 -0.09749 -1.78417 -0.803
O -3.56178 -0.26631 0.59210 -0.716
C -1.42688 -1.52036 -0.24683 0.384
C -0.45866 -1.58446 0.73464 -0.046
C 0.33747 -2.71481 0.82120 -0.754
C 0.15310 -3.76886 -0.05738 -0.441
C -0.83222 -3.70065 -1.02777 -0.545
C -1.62566 -2.56994 -1.12321 -0.769
N -0.63004 0.71568 -3.07604 -0.005
C 0.38166 0.04083 -3.84897 -1.355
C 0.85236 -1.24795 -3.13746 0.386
C 2.18468 -1.75291 -3.70321 -0.842
C 3.21671 -0.97720 -2.87476 -0.727
C 2.42113 -0.50207 -1.64267 -0.470
O 1.10252 -1.01354 -1.77078 -0.045
H -2.39240 2.13829 -1.91635 0.556
H -1.27453 3.15505 -0.96758 0.581
H 0.70615 2.44751 0.12087 0.543
H 1.80753 2.92236 2.26803 0.449
H -2.62714 0.78815 2.24845 0.628
H -1.40919 2.88135 5.75299 0.290
H -1.57583 1.31523 6.60333 0.349
H 0.65426 0.62253 5.69316 0.284
H 0.82716 2.14601 6.61670 0.348
H -0.31920 -0.76280 1.41670 0.391
H 1.10473 -2.76956 1.57864 0.450
H 0.77828 -4.64660 0.01464 0.421
H -0.98148 -4.52374 -1.71087 0.398
H -2.39943 -2.48293 -1.87013 0.486
H -1.52647 0.25841 -2.93988 0.317
H 1.21823 0.73643 -3.94720 0.520
H -0.01235 -0.20541 -4.83744 0.313
H 0.05414 -1.99535 -3.18065 0.354
H 2.27417 -2.82383 -3.52202 0.311
H 2.27321 -1.56665 -4.77102 0.357
H 3.60370 -0.12419 -3.42942 0.332
H 4.05623 -1.60793 -2.59010 0.329
H 2.81862 -0.88987 -0.70226 0.420
H 2.38870 0.59203 -1.59049 0.146
```